(1)
79
Properties=species:S:1:pos:R:3:forces:R:3 method="wB97M-V/def2-TZVPD" gap_ev="6.681 / 7.094" lumo_energy_ev="2.60 / 2.60" s_squared=0.76 total_charge=-1 spin_multiplicity=2 homo_energy_ev="-4.1 / -4.5"
Ti 0.446 -0.526 -0.738 -0.03 -0.22 -0.19
S -1.617 -0.118 -3.227 0.18 0.16 -0.11
C -2.279 -1.021 -1.983 -0.19 -0.23 0.40
N -1.658 -1.292 -0.848 0.48 0.16 0.04
C -2.426 -1.999 0.055 -0.14 -0.02 -0.07
C -2.048 -2.372 1.341 0.12 0.00 0.13
C -2.940 -3.083 2.125 -0.06 -0.02 0.00
C -4.207 -3.427 1.650 -0.02 0.04 -0.11
C -4.599 -3.051 0.372 0.06 -0.02 0.11
C -3.704 -2.337 -0.408 -0.09 0.04 -0.20
S -3.914 -1.712 -2.020 0.12 0.08 -0.04
H -1.056 -2.111 1.691 -0.01 0.00 -0.01
H -2.650 -3.382 3.124 0.02 0.01 0.01
H -4.891 -3.986 2.275 0.00 -0.01 0.04
H -5.580 -3.303 -0.009 -0.02 -0.02 0.02
C 3.121 -0.572 2.269 -0.07 -0.04 0.04
C 2.906 -2.046 2.065 -0.02 0.25 -0.05
C 3.711 -2.990 2.679 0.04 -0.09 0.12
C 3.523 -4.352 2.469 -0.07 0.06 -0.07
C 2.504 -4.753 1.616 0.04 -0.06 0.05
C 1.683 -3.835 0.975 -0.20 -0.04 -0.13
C 0.608 -4.300 0.028 0.04 0.04 0.04
C 1.864 -2.448 1.190 0.15 -0.03 -0.01
N 1.108 -1.518 0.551 -0.17 0.13 -0.08
H 3.725 -0.379 3.157 0.04 0.00 0.00
H 2.157 -0.067 2.362 0.08 0.01 0.04
H 3.613 -0.118 1.404 -0.02 0.02 -0.01
H 4.502 -2.655 3.344 0.00 0.03 -0.01
H 4.156 -5.081 2.957 0.02 -0.02 0.02
H 2.344 -5.811 1.429 0.00 -0.01 0.00
H 0.815 -5.308 -0.335 0.00 -0.03 0.01
H 0.516 -3.620 -0.822 0.01 -0.07 0.02
H -0.369 -4.311 0.516 -0.04 0.00 -0.02
F 4.202 1.547 -2.006 0.20 0.01 -0.04
B 2.881 1.879 -1.754 -0.06 -0.26 -0.13
F 2.764 2.946 -0.883 0.01 0.24 0.14
F 2.193 2.145 -2.944 -0.09 0.05 -0.02
F 2.264 0.712 -1.134 -0.24 0.02 0.02
C 4.619 -1.831 -1.282 0.03 0.10 -0.02
N 3.667 -2.669 -2.025 -0.08 0.22 0.05
C 3.722 -4.106 -1.783 0.03 -0.09 -0.03
C 2.494 -2.114 -2.245 0.08 -0.14 -0.05
N 1.494 -1.577 -2.471 -0.21 -0.01 0.14
H 4.480 -1.967 -0.206 0.00 -0.01 0.01
H 4.457 -0.784 -1.541 0.02 -0.10 0.03
H 5.631 -2.118 -1.564 0.00 -0.04 -0.01
H 3.593 -4.330 -0.722 0.02 0.01 0.00
H 4.690 -4.476 -2.125 0.00 0.00 0.01
H 2.936 -4.600 -2.351 0.01 0.02 0.00
C 3.732 4.025 -7.184 -0.05 0.07 0.03
C 2.911 4.681 -6.106 0.01 -0.01 -0.02
C 3.216 4.506 -4.764 0.00 -0.01 -0.03
C 2.457 5.106 -3.769 0.03 0.01 0.14
C 1.343 5.861 -4.105 0.02 -0.10 -0.06
N 0.538 6.461 -3.107 -0.03 0.18 -0.03
C -0.133 5.859 -2.063 0.11 0.03 -0.06
O -0.842 6.517 -1.320 -0.02 0.00 0.03
N 0.063 4.511 -1.951 -0.04 -0.18 0.00
C -0.314 3.719 -0.860 0.01 0.18 -0.01
C -0.684 4.195 0.391 0.02 -0.11 -0.01
C -0.872 3.267 1.405 -0.01 0.10 0.01
C -0.657 1.925 1.170 0.06 -0.24 0.00
N -0.327 1.467 -0.042 -0.18 0.21 -0.30
C -0.220 2.347 -1.041 0.17 -0.35 0.22
C 1.022 6.035 -5.449 -0.04 0.07 -0.02
C 1.808 5.468 -6.434 0.04 -0.04 0.04
H 4.552 3.451 -6.756 0.02 -0.01 -0.01
H 4.151 4.772 -7.862 0.03 -0.01 -0.02
H 3.118 3.348 -7.779 0.01 -0.03 -0.01
H 4.053 3.880 -4.481 0.01 -0.01 0.03
H 2.717 4.969 -2.725 0.03 -0.03 -0.07
H 0.231 7.408 -3.261 -0.03 -0.05 0.03
H 0.664 4.042 -2.618 -0.07 0.07 0.02
H -0.801 5.253 0.563 0.00 0.00 -0.02
H -1.156 3.602 2.394 0.00 -0.04 0.02
H -0.738 1.182 1.954 0.00 0.02 -0.01
H 0.010 1.934 -2.020 -0.01 0.16 0.06
H 0.144 6.612 -5.713 -0.02 0.01 -0.01
H 1.546 5.612 -7.476 -0.01 0.01 -0.01

(2)
26
Properties=species:S:1:pos:R:3:forces:R:3 method="wB97M-V/def2-TZVPD" gap_ev=10.167 lumo_energy_ev=-3.00 smiles="C[C@@H]1C(=C[C@@](C)([NH3+])O)[C@H]1C" total_charge=+1 homo_energy_ev=-13.2
C 3.238 -1.316 0.710 -2.25 -0.24 -0.51
C 2.032 -0.415 0.989 0.49 0.19 -1.33
C 0.716 -0.583 0.424 -3.31 -1.69 -0.74
C -0.564 -0.966 0.592 -1.41 1.10 -2.90
C -1.907 -0.335 -0.430 4.42 -1.39 0.37
C -3.237 -0.763 0.114 -0.52 -2.87 -1.59
N -1.855 1.154 -0.186 -1.10 0.73 -0.95
O -1.644 -0.517 -1.805 -0.77 -0.01 0.67
C 1.576 0.300 -0.315 0.11 3.73 -0.21
C 1.280 1.875 -0.390 2.50 -1.05 -1.10
H 3.425 -1.968 1.532 0.33 -0.58 0.44
H 4.049 -0.662 0.517 1.04 0.27 -0.22
H 2.941 -1.897 -0.207 0.73 0.38 0.92
H 1.853 0.173 1.873 0.89 0.14 0.56
H -0.957 -1.873 1.009 0.28 0.01 1.10
H -4.075 -0.521 -0.615 0.72 0.63 1.44
H -3.371 -1.904 0.129 0.74 1.49 0.01
H -3.188 -0.482 1.168 -1.01 0.31 -0.16
H -2.117 1.700 -1.017 -0.71 -0.55 -0.23
H -0.893 1.473 -0.124 0.25 0.12 1.44
H -2.600 1.323 0.524 1.51 0.68 0.02
H -0.697 -0.578 -2.026 -0.40 -0.11 0.60
H 2.116 0.064 -1.235 -0.31 -0.94 0.40
H 2.288 2.439 -0.426 -1.60 -0.87 0.16
H 0.825 2.092 0.548 -0.73 0.90 0.54
H 0.766 2.186 -1.351 0.12 -0.39 1.29

(3)
18
Properties=species:S:1:pos:R:3:forces:R:3 method="wB97M-V/def2-TZVPD" gap_ev="7.756 / 7.251" lumo_energy_ev="-0.73 / -0.76" total_charge=0 homo_energy_ev="-8.5 / -8.0"
C 0.971 1.485 -0.618 -0.65 0.35 -0.43
C 1.096 0.214 0.194 4.58 0.64 0.93
O 1.582 -0.886 -0.592 -1.15 -0.40 -0.45
N 1.746 0.316 1.357 -2.11 0.44 -0.68
H 2.404 -0.608 -1.028 -0.40 0.11 0.41
H 1.960 -0.610 1.731 0.34 -0.03 -0.44
H 1.151 2.395 -0.048 -0.01 -0.30 0.35
H -0.007 1.593 -1.083 -0.16 -0.14 -0.02
H 1.680 1.482 -1.446 0.16 -0.15 0.07
C -1.268 -1.362 -0.931 1.12 2.30 2.09
C -0.730 -0.351 0.714 -0.86 -3.19 -2.18
C -1.715 0.441 1.149 -0.72 0.32 -0.33
H -0.341 -1.095 1.402 -0.27 -0.07 -0.06
H -1.653 -2.191 -0.354 -0.38 0.03 -0.30
H -0.535 -1.624 -1.680 0.68 -0.03 0.54
H -1.942 -0.655 -1.395 -0.61 -0.22 0.34
H -2.172 0.308 2.120 0.49 0.37 0.41
H -2.225 1.149 0.510 -0.05 -0.03 -0.23

Total energy: -3729.69343 -444.03756 -326.90058 (hartree)
Energy above the lowest of the compared OMol25 structures with the same formula, charge and spin: 0.000 4.011 6.279 (eV)